1.
H4N3P3 as an isolated structure at a distorted geometry. Source: the OMol25 dataset; level of theory: ωB97M-V with the def2-TZVPD basis set.

```
10
Properties=species:S:1:pos:R:3:forces:R:3
H -1.834840 -2.123462 -0.074184 -1.689 -0.663 1.568
H 0.778823 0.236173 1.603423 0.086 -0.187 0.882
N -1.225794 -1.954903 -0.811454 2.527 1.641 -0.867
N 0.598327 -0.109093 -1.524789 -0.253 1.314 -0.209
P 0.629110 1.454647 -1.437806 0.243 0.083 1.357
H 1.103768 -1.527421 0.360425 -0.908 0.148 -0.640
P -0.094368 -0.964239 -0.300546 -0.287 -2.332 0.153
H 0.446112 2.555541 0.767677 0.476 1.655 -0.088
P -0.526002 0.601666 1.233297 0.387 -0.438 -0.267
N 0.124864 1.831091 0.183956 -0.581 -1.222 -1.889
```
Forces are in eV/Å.

E_LUMO in eV: -0.7
Orbital gap in eV: 8.0
Relative energy (zero: lowest compared OMol25 entry of this formula, charge and spin) in kJ/mol: 87.8
Charge: 0



2.
C38H28N9O2STi as an isolated structure. Source: the OMol25 dataset; level of theory: ωB97M-V with the def2-TZVPD basis set.

```
79
Properties=species:S:1:pos:R:3:forces:R:3
H 4.731667 -1.864824 3.508732 0.001 0.002 -0.001
H -3.235286 -5.319956 -1.839055 0.000 0.000 -0.001
C 2.271306 -1.573782 -4.086664 -0.002 0.004 -0.018
C -1.651978 3.475816 1.571197 -0.007 -0.001 0.020
C -1.026992 -4.605634 2.711832 0.005 -0.008 -0.006
C -0.656534 4.099897 2.327264 -0.005 0.002 0.002
C 0.774379 2.530414 -0.739039 -0.007 -0.001 0.009
H -0.036029 -5.862218 1.269449 0.001 0.000 -0.001
N -0.782306 1.305763 1.906491 0.015 0.027 -0.003
H 0.682080 5.831717 -1.535109 0.000 0.000 0.000
C -3.085363 -4.297186 -1.517784 -0.005 0.002 0.000
H -1.586587 -2.044659 -4.116576 0.000 -0.004 0.004
C 1.599433 -1.740313 -5.281150 0.003 -0.001 0.005
N -2.764059 1.467013 0.674264 0.005 -0.028 -0.004
C -2.699802 -1.667692 -0.718441 -0.013 -0.002 0.018
C -1.904429 -3.649166 -1.831978 -0.010 0.008 -0.012
C -0.512679 -1.918313 -4.100952 -0.001 0.020 -0.009
C -0.862374 -2.282020 2.233237 -0.008 -0.014 0.006
O 2.883015 1.506004 2.054484 -0.035 -0.003 0.045
C -0.627876 5.472965 2.431285 -0.003 0.002 0.001
C 1.735897 2.580611 0.275479 -0.038 0.000 0.037
C -4.073539 -3.646709 -0.784211 0.005 -0.009 -0.003
H 2.418400 5.908967 0.239697 0.001 -0.001 0.001
H -4.639530 -1.814317 0.175337 -0.001 -0.003 -0.001
C -0.284921 -4.855135 1.570760 -0.005 -0.002 -0.002
C -2.605503 4.261033 0.929137 0.000 0.001 0.000
H 0.731804 -3.921919 -0.091815 0.002 -0.004 -0.005
C 4.966929 -1.156953 0.214965 -0.013 -0.003 -0.010
H -0.306410 -2.042342 -6.217951 0.002 0.001 -0.002
N 3.306444 -1.591068 -1.477106 0.015 0.007 0.030
H -3.328893 6.245363 0.519175 0.000 -0.001 0.000
C 4.476348 -1.797257 2.461026 0.008 0.004 -0.007
S -0.053735 1.087851 -1.355767 -0.050 0.089 -0.033
H 0.085997 3.484252 2.816545 0.001 -0.001 0.000
H -4.993037 -4.160300 -0.537298 0.000 0.001 0.000
Ti 0.459838 -0.772217 -0.148154 0.159 -0.015 0.121
C -1.701612 -2.326366 -1.427799 0.016 -0.014 -0.033
H 3.055906 3.806451 1.400816 0.000 -0.002 0.000
C 0.983710 4.926491 -1.023905 -0.005 -0.002 0.000
C 3.272759 -2.312632 2.004057 -0.005 -0.022 -0.015
C 0.149648 -1.738451 -2.887029 0.018 -0.025 0.016
C 1.537980 -1.570159 -2.907633 0.020 -0.017 0.013
C -1.589689 6.246383 1.777479 0.001 -0.001 0.002
N -0.453529 -1.689583 -1.631953 -0.054 -0.083 -0.010
C -1.111232 -0.862737 2.492486 0.000 -0.013 0.001
N 2.889970 -2.244220 0.734362 0.026 -0.063 0.030
C 3.723777 -1.662990 -0.119268 -0.004 -0.015 -0.012
C 0.141844 -3.782162 0.804078 0.014 0.013 0.016
H 2.143082 -1.733597 -6.215284 -0.001 0.000 0.000
C 1.953650 4.970686 -0.032013 0.002 -0.003 0.001
H -4.289884 4.142785 -0.292319 0.000 0.001 0.001
H -1.896858 -3.054272 3.938552 -0.001 -0.002 0.000
H -1.128387 -4.162826 -2.387011 -0.002 -0.001 0.001
C 2.188746 1.403072 1.075870 0.143 -0.002 -0.145
C 2.316056 3.802620 0.611727 -0.002 0.010 -0.001
C -2.579496 5.649919 1.026066 0.003 -0.001 -0.003
C 0.214964 -1.914611 -5.278194 -0.007 0.001 0.004
N -3.581878 3.606287 0.181951 0.002 -0.002 -0.003
O 1.821718 0.206517 0.618605 -0.145 0.130 0.050
C 5.335942 -1.206497 1.549156 -0.004 -0.005 0.012
C -1.320807 -3.292901 3.055245 -0.001 0.011 0.007
N -0.765902 -0.033983 1.591781 0.056 -0.010 -0.003
C 0.401904 3.719527 -1.369926 -0.001 0.002 -0.002
H -1.562033 7.324608 1.861129 0.000 0.000 0.000
H -1.374651 -5.422216 3.330109 -0.001 0.000 0.001
H -4.424519 1.843547 -0.464337 0.000 0.000 0.003
H 3.343638 -1.441638 -4.051015 0.000 -0.002 0.005
C -1.718864 2.023053 1.389236 0.020 -0.004 -0.051
H 2.584496 -2.797725 2.688622 -0.002 0.002 -0.003
H -1.540658 -0.529616 3.432537 0.004 0.002 0.000
H -2.563327 -0.631982 -0.428494 0.007 0.013 0.001
C -3.610413 2.265733 0.116118 0.000 0.000 -0.006
H -0.347133 3.681723 -2.151566 0.001 -0.003 0.000
H 0.144071 5.954649 3.015523 0.000 0.000 0.000
N 2.084276 -1.462141 -1.607472 -0.071 0.036 0.001
H 6.282264 -0.794070 1.871066 0.000 -0.001 0.000
N -0.137846 -2.524047 1.131179 -0.048 -0.006 -0.066
H 5.596462 -0.720992 -0.547529 0.001 -0.001 0.001
C -3.873854 -2.335299 -0.386339 0.002 0.010 0.004
```
Forces are in eV/Å.

E_LUMO in eV: -3.6
Orbital gap in eV: 6.6
Relative energy (zero: lowest compared OMol25 entry of this formula, charge and spin) in kJ/mol: 31.9
Charge: +1



3.
A 2-piece molecular cluster, C8H16FNO2S overall at a distorted geometry. Source: the OMol25 dataset; level of theory: ωB97M-V with the def2-TZVPD basis set.

```
29
Properties=species:S:1:pos:R:3:forces:R:3
C -1.439576 0.593093 1.341809 -0.487 1.133 0.787
S 3.288008 -1.638996 2.927509 1.235 -0.772 -1.486
C 0.235382 0.102425 -2.969680 0.731 0.906 2.770
H -2.316247 0.926461 0.761876 0.254 -0.317 0.586
H -2.823598 2.352905 2.758313 -1.873 -0.009 0.640
H -1.677720 2.229247 4.289833 -1.183 0.094 -0.801
H -1.560683 3.465258 3.014537 0.549 -1.533 -0.285
H 1.420086 -1.631081 -3.173191 -0.562 -0.724 0.319
C 0.415507 -1.418849 -2.770771 1.352 1.463 1.061
H 0.166355 -0.668698 1.134177 -0.312 0.244 0.367
O 3.066211 -0.023921 2.968921 -1.305 0.825 1.044
C -1.865068 2.379793 3.193703 1.212 0.488 0.235
H 2.166779 0.169572 3.382989 1.323 -0.360 -1.197
H 0.968794 0.740629 -1.049458 1.714 0.436 0.751
H -0.568947 1.516482 -1.082297 -0.256 0.665 -0.787
C 0.222902 -1.702865 -1.262724 -3.197 -1.681 -1.826
O 3.971412 -1.847289 1.373383 -2.355 0.170 0.942
H -1.641590 -0.490089 -1.232954 0.313 -1.090 0.964
N -0.748916 -0.445047 0.750657 1.054 -1.089 -0.911
C -1.181707 1.224135 2.524582 0.028 1.086 -2.265
H -0.253019 -2.715052 -1.269594 0.165 0.728 0.695
C -0.639508 -0.580771 -0.726993 -1.068 1.945 -0.697
F 0.033873 1.080961 3.087094 1.406 -1.121 0.559
H -0.513834 0.216669 -3.698972 -1.189 0.896 -0.610
H -0.360184 -1.964432 -3.242094 -0.432 -0.466 -1.012
H 1.079339 -1.792572 -0.728820 2.860 -0.028 1.638
H 4.917690 -1.841629 1.361054 0.956 0.201 0.628
H 1.163601 0.589313 -3.312531 -0.489 -0.239 -0.031
C -0.011051 0.653216 -1.401679 -0.445 -1.850 -2.078
```
Forces are in eV/Å.

SMILES: C/C(F)=C/NC1CCCC1.OSO
E_LUMO in eV: 0.6
Orbital gap in eV: 8.3
Relative energy (zero: lowest compared OMol25 entry of this formula, charge and spin) in kJ/mol: 187.4
Charge: 0



4.
C22H29AsCaCl2F6N3O4Si2 as an isolated structure at a distorted geometry. Source: the OMol25 dataset; level of theory: ωB97M-V with the def2-TZVPD basis set.

```
70
Properties=species:S:1:pos:R:3:forces:R:3
H -2.248371 1.504749 -1.664420 -0.329 -0.243 -0.004
H -2.715871 -1.113051 -1.867720 -0.194 0.145 0.122
H -2.380371 3.397449 0.970180 -0.018 0.065 0.023
H -1.155671 -0.846051 4.293280 0.136 0.140 0.107
O 2.090329 0.337049 0.988580 0.880 -0.164 0.143
H -1.332871 3.219249 3.311980 -0.032 -0.348 -0.189
H -3.315871 -6.192451 -0.576920 0.008 -0.003 -0.026
C 0.695229 -3.111051 -2.364920 -0.170 0.571 0.420
H -0.488771 5.327249 -4.426020 -0.002 0.064 -0.079
C -1.932371 -4.432751 1.948480 -0.047 -0.174 0.218
O 2.262529 1.142349 3.052080 -0.127 0.211 0.405
C -2.076671 -4.449251 -0.783820 -0.105 -0.175 -0.173
C 0.934429 -3.102451 3.245080 -0.178 0.568 -0.469
H -1.484371 1.453049 3.141880 0.018 0.028 0.052
Ca 0.143729 0.259049 0.339980 -0.892 1.149 -0.913
C -1.344071 -3.447051 -0.155920 0.224 0.548 -0.260
C 1.330829 5.425949 -3.264620 -0.347 0.033 -0.258
F 2.971829 -1.150451 -0.926020 -0.236 0.781 -0.107
C -0.398971 3.874449 -2.836820 0.511 0.064 0.404
F 1.523229 0.629749 -2.068220 -0.121 -0.105 0.744
As 3.205929 0.243349 -1.933720 3.223 -0.268 -2.794
F 4.973629 -0.140051 -1.908220 -1.175 0.224 0.115
Cl 5.187229 1.338349 2.911480 0.443 0.422 0.177
H 1.742629 6.241949 -3.842920 0.032 0.025 -0.048
F 3.033629 -0.827051 -3.346420 -0.060 0.394 0.714
C -2.554271 2.562449 1.656880 0.086 -0.641 -0.128
H -2.005771 -2.372951 4.111780 0.052 -0.253 0.009
H 3.053629 5.302549 -2.012020 0.021 -0.042 0.052
F 3.587529 1.529949 -3.142120 -0.485 -0.637 0.762
H -3.453471 2.792349 2.236580 0.060 -0.013 -0.117
Si -0.485971 -2.072151 -1.219420 -0.560 -1.913 -0.708
N -1.550071 3.127749 -2.887420 -0.202 -0.227 -0.003
H 0.426429 -3.878251 3.815980 -0.283 -0.092 0.032
H 2.167129 3.444749 -0.622020 0.083 -0.093 0.050
C -1.472671 2.214449 -1.869720 -0.104 0.324 -0.165
C 0.328529 3.350649 -1.742020 0.134 0.767 -0.724
H 1.484529 -2.483351 3.947380 0.129 0.190 0.124
C -2.660571 -5.424351 1.316080 -0.087 -0.129 0.153
N -0.389071 2.337449 -1.168920 -0.122 -0.703 0.308
H -3.170771 -6.187051 1.896080 0.000 0.010 0.013
H -2.337771 -2.414651 -2.988220 0.103 -0.217 0.002
C 2.070729 4.896049 -2.210220 0.137 -0.017 0.240
Cl 4.317829 -1.397151 2.727280 0.058 -0.583 0.167
H 0.073429 3.146649 1.346780 0.018 -0.072 -0.009
O -1.989071 0.442349 0.643580 -0.064 -0.724 -0.017
F 3.545329 1.466549 -0.736120 -0.413 -0.471 -0.099
Si -0.323071 -2.036451 2.192780 -0.450 -1.577 0.623
C -1.355271 2.380549 2.578880 -0.499 0.373 0.317
C 2.695029 0.618049 2.028980 1.138 0.154 0.882
C 4.201529 0.205349 2.005580 -0.417 0.048 -0.524
H -2.145271 -4.465851 -1.864020 0.006 0.008 -0.149
H 0.660229 2.064549 2.447280 0.158 0.049 0.064
H 1.499429 -3.553551 -1.783620 0.140 -0.047 0.122
H 1.662129 -3.590751 2.603480 0.143 -0.053 -0.169
H 4.587229 0.134449 0.986480 -0.142 0.085 0.265
C 1.586529 3.865049 -1.427720 -0.223 -0.030 -0.063
C -1.606271 -1.518651 3.567080 0.384 0.131 -0.533
H -1.882471 -4.439451 3.029480 0.004 0.007 0.168
H -2.439571 -1.003651 3.099780 -0.191 0.143 -0.107
C -1.273771 -3.435051 1.237180 0.201 0.539 0.247
C -2.870871 1.317849 0.759280 -0.998 1.225 0.593
C 0.080529 4.926249 -3.599020 0.124 0.102 -0.074
H 0.174329 -3.913151 -2.887620 -0.285 -0.095 0.037
C -2.738971 -5.428651 -0.065420 -0.074 -0.157 -0.142
H 1.157129 -2.472151 -3.112520 0.120 0.145 -0.088
C -1.915371 -1.570451 -2.442120 0.391 0.192 0.434
H -2.291971 3.202249 -3.563320 0.095 -0.062 0.154
H -1.562171 -0.846851 -3.174120 0.095 0.144 -0.146
O -3.982471 1.317949 0.216580 -0.139 0.076 -0.275
N -0.123071 2.276049 1.830180 0.416 0.183 0.099
```
Forces are in eV/Å.

E_LUMO (alpha / beta) in eV: 4.3 / 4.0
Orbital gap (alpha / beta) in eV: 5.9 / 5.9
Spin multiplicity: 2
Relative energy (zero: lowest compared OMol25 entry of this formula, charge and spin) in kJ/mol: 590.1
Charge: -2



Among the records above, which one has the lowest relative energy (zero: lowest compared OMol25 entry of this formula, charge and spin)?
C38H28N9O2STi



Look up the relative energy (zero: lowest compared OMol25 entry of this formula, charge and spin) of the fourth one.
590.1 kJ/mol



Look up the relative energy (zero: lowest compared OMol25 entry of this formula, charge and spin) of the third one.
187.4 kJ/mol



What is the formula in the second record?
C38H28N9O2STi